(1)
C29H25N3PRu | ωB97M-V with the def2-TZVPD basis set

The spin multiplicity is 5. Its total energy is -46792.64095 eV. The calculation puts the strongest force on any atom at 0.0036 hartree/bohr. The calculation puts the gap between HOMO and LUMO (spin up / spin down) at 8.076 / 5.223 eV. As for the charge: +3. For the relative energy (zero: lowest compared OMol25 entry of this formula, charge and spin), the calculation gives 0.0 kcal/mol.

Atoms and positions in Å:
1 Ru 0.63662 -0.70469 -0.46063
2 N 2.79304 -0.32666 -0.74970
3 C 3.00894 0.92235 -0.05259
4 C 3.89976 0.96631 0.99334
5 C 4.17357 2.18365 1.61833
6 C 3.56824 3.36183 1.17862
7 C 2.68381 3.32225 0.12831
8 C 2.33309 2.09781 -0.49650
9 C 1.31671 2.07339 -1.51374
10 C 1.18082 3.20213 -2.37523
11 C 0.28863 3.18876 -3.41023
12 C -0.54786 2.07358 -3.57919
13 C -0.48476 0.98217 -2.70181
14 C 0.43074 0.94232 -1.67269
15 H 3.44447 -1.02692 -0.40220
16 H 2.97506 -0.21624 -1.74716
17 H 4.43309 0.07413 1.30015
18 H 4.89242 2.21428 2.42713
19 H 3.80027 4.30256 1.65893
20 H 2.19719 4.23375 -0.18993
21 H 1.84486 4.04665 -2.25146
22 H 0.22756 4.02249 -4.09613
23 H -1.26923 2.06370 -4.38705
24 H -1.18987 0.17348 -2.84966
25 N -1.67674 -2.59414 0.38628
26 P -1.51951 -0.94168 0.22840
27 C -3.08873 -0.21031 -0.07971
28 C -3.70095 0.62494 0.86084
29 C -4.95271 1.14621 0.58134
30 C -5.58372 0.83693 -0.61767
31 C -4.97691 -0.00066 -1.54919
32 C -3.72647 -0.52810 -1.28751
33 C -0.60115 -0.24758 1.61924
34 C 0.07612 -1.09699 2.52218
35 C 0.86368 -0.55105 3.51991
36 C 0.98750 0.83279 3.62826
37 C 0.33866 1.68179 2.73207
38 C -0.44064 1.15372 1.72044
39 C -0.63793 -3.44488 0.02906
40 C -0.77501 -4.82660 0.10579
41 C 0.28098 -5.61686 -0.29205
42 C 1.45529 -5.02143 -0.76088
43 C 1.51979 -3.65681 -0.79741
44 N 0.49735 -2.85668 -0.39628
45 H -2.54322 -3.00834 0.70642
46 H -3.22490 0.84573 1.80757
47 H -5.44321 1.78217 1.30536
48 H -6.56479 1.24298 -0.82586
49 H -5.48549 -0.24533 -2.47158
50 H -3.26203 -1.19717 -2.00396
51 H -0.05948 -2.17046 2.46877
52 H 1.35732 -1.19729 4.23324
53 H 1.58153 1.25317 4.42975
54 H 0.42786 2.75459 2.84033
55 H -0.95613 1.80820 1.02670
56 H -1.69833 -5.26154 0.46377
57 H 0.19476 -6.69466 -0.24682
58 H 2.29559 -5.61373 -1.09196
59 H 2.40442 -3.15400 -1.16373

Mulliken charges, unit e, in atom order: -0.467 -0.497 0.949 -0.917 -0.621 -1.002 -0.850 1.314 0.882 -0.876 -0.854 -0.665 -0.096 0.609 0.320 0.313 0.444 0.490 0.489 0.500 0.525 0.468 0.474 0.465 -0.059 1.531 0.671 -0.173 -0.815 -0.482 -0.891 -0.546 -0.080 -0.390 -0.803 -0.590 -0.923 -0.074 0.218 -0.947 -0.249 -0.956 -0.149 0.237 0.278 0.458 0.449 0.448 0.450 0.444 0.481 0.512 0.510 0.551 0.687 0.447 0.472 0.457 0.429

=====

(2)
C29H26AuFIN3O11S2 | ωB97M-V with the def2-TZVPD basis set

The spin multiplicity is 3. Its total energy is -93662.56728 eV. The calculation puts the strongest force on any atom at 0.0396 hartree/bohr. The calculation puts the gap between HOMO and LUMO (spin up / spin down) at 3.245 / 6.264 eV. As for the charge: 0. For the relative energy (zero: lowest compared OMol25 entry of this formula, charge and spin), the calculation gives 31.8 kcal/mol.

Atoms and positions in Å:
1 Au -0.28599 0.79589 -0.46451
2 C -0.48775 6.39055 4.77058
3 C 0.09574 5.02127 5.09812
4 N -0.28247 4.00645 4.12500
5 C 0.54726 3.78607 3.05855
6 C 0.28443 2.90262 2.06607
7 C 1.38093 2.80578 1.01579
8 O 2.49003 3.23470 1.29398
9 O 1.09356 2.33143 -0.16497
10 C -0.93675 2.14852 2.12741
11 O -1.33639 1.25032 1.25517
12 C -1.77222 2.32730 3.25807
13 C -2.94330 1.53406 3.42151
14 C -3.76542 1.75288 4.50369
15 F -4.84817 0.93804 4.66862
16 C -3.54138 2.74881 5.42952
17 C -2.36026 3.53316 5.29084
18 C -1.47307 3.30291 4.25191
19 N -4.41801 3.04141 6.52972
20 C -5.83753 2.82221 6.37391
21 C -6.57934 3.67096 7.39028
22 N -6.10587 3.25661 8.76480
23 C -4.61209 3.42620 8.91076
24 C -3.94898 2.59970 7.82856
25 H -0.18148 7.12893 5.51614
26 H -1.57969 6.35163 4.74245
27 H -0.13500 6.72136 3.79174
28 H -0.22085 4.68961 6.08620
29 H 1.18280 5.06675 5.11207
30 H 1.47997 4.33239 3.04195
31 H -3.16182 0.75491 2.70371
32 H -2.19820 4.33502 6.00199
33 H -6.12755 1.76796 6.51383
34 H -6.14708 3.11307 5.37428
35 H -7.65753 3.52761 7.34759
36 H -6.33394 4.72209 7.26748
37 H -6.32065 2.26645 8.88007
38 H -6.60187 3.76447 9.49040
39 H -4.33004 3.11810 9.91517
40 H -4.39573 4.48085 8.76614
41 H -4.16456 1.52888 8.00655
42 H -2.87128 2.72913 7.89089
43 O 0.14561 -2.75055 0.81528
44 S -0.30130 -2.43863 -0.86396
45 O -0.81684 -3.71635 -1.22406
46 O -1.19305 -1.31285 -0.57959
47 C 1.58234 -2.10640 -1.01419
48 C 2.27583 -3.44336 -0.65369
49 C 3.63925 -3.57171 -1.25448
50 C 3.99428 -2.88603 -2.33007
51 C 3.06022 -1.94048 -2.96027
52 C 1.97238 -1.52138 -2.33506
53 S 0.65965 -0.75571 -3.22136
54 O 0.99797 -0.62831 -4.60148
55 O -0.34561 -1.81858 -2.91827
56 O 0.30830 0.51888 -2.57152
57 H 1.64673 -4.28406 -0.95569
58 H 4.30747 -4.27778 -0.77299
59 H 4.96415 -3.03677 -2.78584
60 H 3.24894 -1.56471 -3.96234
61 I 1.93221 -0.19288 7.03836
62 C 1.79979 -0.91211 5.07429
63 C 2.54613 -2.01907 4.69963
64 C 2.44789 -2.49309 3.39659
65 C 1.60445 -1.86162 2.49570
66 C 0.85237 -0.76210 2.88936
67 C 0.95148 -0.27244 4.18201
68 C 1.43777 -2.35720 1.09504
69 O 2.36286 -3.37360 0.76564
70 O 1.76181 -1.33222 0.12327
71 H 3.19888 -2.50877 5.40973
72 H 3.02761 -3.35068 3.08126
73 H 0.16638 -0.30327 2.18095
74 H 0.37005 0.58980 4.47995

Mulliken charges, unit e, in atom order: 1.285 -1.060 -1.158 0.349 -0.513 0.097 0.291 -0.693 -0.746 1.255 -1.335 1.264 -1.162 0.689 -0.384 -1.593 -1.155 0.529 0.347 -0.617 -0.940 -0.159 -0.692 -0.551 0.384 0.302 0.338 0.458 0.494 0.531 0.526 0.497 0.418 0.484 0.418 0.367 0.398 0.341 0.379 0.361 0.216 0.464 -0.604 1.199 -0.738 -0.635 0.899 0.153 -1.097 -0.568 -0.088 -0.766 1.489 -0.740 -0.651 -0.708 0.303 0.443 0.421 0.528 0.017 -0.390 -0.480 -0.526 -0.942 -0.356 0.225 2.087 -0.440 -0.444 0.364 0.493 0.438 0.390

=====

(3)
C29H26BFN5O5SeV | ωB97M-V with the def2-TZVPD basis set

The spin multiplicity is 4. Its total energy is -142605.40188 eV. The calculation puts the strongest force on any atom at 0.0100 hartree/bohr. The calculation puts the gap between HOMO and LUMO (spin up / spin down) at 3.928 / 6.063 eV. As for the charge: +1. For the relative energy (zero: lowest compared OMol25 entry of this formula, charge and spin), the calculation gives 1.1 kcal/mol.

Atoms and positions in Å:
1 V -2.24684 2.50544 0.62584
2 F 3.87564 -0.25931 0.30510
3 C 2.71645 -0.77510 -0.14970
4 C 1.60667 0.02000 -0.15601
5 C 0.37781 -0.50077 -0.56624
6 C -0.80993 0.34107 -0.51193
7 O -0.66574 1.53200 -0.11057
8 C -2.03043 -0.26416 -0.90965
9 C -2.00776 -1.56944 -1.32010
10 N -0.91526 -2.34569 -1.38734
11 C -1.04453 -3.72496 -1.81259
12 C -1.92995 -4.04016 -2.97520
13 C -0.44258 -4.13864 -3.12595
14 C 0.30931 -1.83759 -0.98365
15 C 1.46488 -2.62318 -0.98949
16 C 2.67882 -2.10975 -0.56901
17 N 3.81461 -2.96273 -0.57338
18 C 3.82462 -4.09670 0.33883
19 C 4.45864 -5.28556 -0.40078
20 N 5.34356 -4.73210 -1.48527
21 C 6.12925 -3.55587 -0.99031
22 C 5.15088 -2.39613 -0.72531
23 C -3.41197 0.39223 -0.96219
24 O -4.31606 -0.26405 -1.43448
25 O -3.53053 1.59692 -0.49905
26 H 1.66362 1.04461 0.18550
27 H -2.94623 -2.01404 -1.62375
28 H -1.01928 -4.42862 -0.98915
29 H -2.42592 -3.21825 -3.47220
30 H -2.50953 -4.94936 -2.91779
31 H 0.04315 -3.36399 -3.70455
32 H 0.00965 -5.11865 -3.19195
33 H 1.41982 -3.64444 -1.34012
34 H 2.81106 -4.34939 0.63761
35 H 4.38687 -3.86833 1.25236
36 H 3.71212 -5.91088 -0.88625
37 H 5.07380 -5.90330 0.25016
38 H 4.74112 -4.40748 -2.24417
39 H 5.95787 -5.45835 -1.85179
40 H 6.87818 -3.29340 -1.73321
41 H 6.63754 -3.88111 -0.08470
42 H 5.14293 -1.70028 -1.56309
43 H 5.50036 -1.85436 0.15588
44 Se -1.92423 3.97352 3.54379
45 N -2.63021 2.61229 2.52220
46 C -2.77524 1.52973 3.35734
47 C -3.33642 0.30295 2.97666
48 C -3.38954 -0.72448 3.89649
49 C -2.89743 -0.54964 5.20065
50 C -2.35361 0.64728 5.59844
51 C -2.28164 1.71945 4.68214
52 N -1.76143 2.93015 4.97432
53 H -3.76473 0.18555 1.98682
54 H -3.84193 -1.66796 3.61914
55 H -2.96634 -1.36746 5.90624
56 H -1.98338 0.80005 6.60311
57 O -1.33535 5.14903 -0.98945
58 B -2.15082 4.60661 0.00034
59 O -2.93016 5.60700 0.57852
60 C -2.60762 6.77017 -0.08646
61 C -3.11019 8.03722 0.09804
62 C -2.59645 9.03635 -0.72509
63 C -1.62487 8.75822 -1.68201
64 C -1.12501 7.47038 -1.85698
65 C -1.64069 6.49252 -1.03775
66 H -3.86605 8.23981 0.84404
67 H -2.96119 10.04901 -0.61886
68 H -1.25124 9.56103 -2.30336
69 H -0.37095 7.24511 -2.59862

Mulliken charges, unit e, in atom order: 0.550 -0.328 0.441 -0.663 0.758 1.989 -1.114 -0.529 -0.533 0.320 -0.248 -0.996 -0.439 -0.162 -0.651 -1.391 0.316 -0.631 -0.762 -0.144 -0.730 -0.666 0.554 -0.686 -0.717 0.632 0.783 0.417 0.350 0.258 0.244 0.311 0.680 0.505 0.332 0.420 0.370 0.383 0.330 0.378 0.362 0.504 0.417 0.204 -0.623 0.976 -0.367 -0.823 -0.461 -0.666 0.455 -0.853 0.529 0.413 0.379 0.429 -0.318 0.528 -0.301 0.643 -0.975 -0.479 -0.489 -0.927 0.808 0.482 0.380 0.376 0.468

=====

Q: Look up the charge of the first one.
A: +3